{"formula": "C26H62N20O10", "method": "ωB97M-V/def2-TZVPD", "lumo_energy_ev": 0.127, "smiles": "CC(=O)NCCCC[C@@H](C#N)[C@](C#N)(CCC(C)C)N(C)C(C)=O.NC(N)=O.NC(N)=O.NC(N)=O.NC(N)=O.NC(N)=O.NC(N)=O.NC(N)=O.NC(N)=O", "spin_multiplicity": 1, "e_homo_ev": -8.736, "homo_lumo_gap_ev": 8.86, "energy_ev": -78247.404, "elements": ["C", "C", "O", "N", "C", "C", "C", "C", "C", "C", "N", "C", "C", "N", "C", "C", "C", "C", "C", "N", "C", "C", "C", "O", "H", "H", "H", "H", "H", "H", "H", "H", "H", "H", "H", "H", "H", "H", "H", "H", "H", "H", "H", "H", "H", "H", "H", "H", "H", "H", "H", "H", "H", "H", "N", "C", "N", "O", "H", "H", "H", "H", "N", "C", "N", "O", "H", "H", "H", "H", "N", "C", "N", "O", "H", "H", "H", "H", "N", "C", "N", "O", "H", "H", "H", "H", "N", "C", "N", "O", "H", "H", "H", "H", "N", "C", "N", "O", "H", "H", "H", "H", "N", "C", "N", "O", "H", "H", "H", "H", "N", "C", "N", "O", "H", "H", "H", "H"], "xyz": [[-1.332, -0.566, -1.958], [-0.103, -0.771, -2.963], [0.296, -1.979, -3.154], [0.639, 0.293, -3.645], [-0.226, 1.450, -4.042], [0.087, 2.834, -3.283], [0.627, 2.679, -1.779], [1.860, 3.679, -1.499], [3.322, 2.993, -1.718], [3.615, 3.161, -3.312], [3.834, 2.907, -4.484], [4.513, 3.783, -0.952], [4.788, 5.112, -1.862], [4.924, 6.074, -2.597], [5.925, 3.010, -0.891], [5.958, 1.500, -1.420], [5.517, 0.379, -0.333], [4.511, -0.747, -0.960], [6.889, -0.343, 0.195], [4.113, 4.281, 0.399], [4.990, 5.354, 0.934], [3.806, 3.217, 1.364], [4.783, 2.740, 2.579], [2.669, 2.607, 1.328], [-1.768, 0.510, -2.008], [-1.102, -0.878, -0.879], [-2.181, -1.266, -2.334], [1.121, -0.095, -4.471], [-1.360, 1.240, -3.989], [-0.011, 1.641, -5.170], [0.774, 3.474, -3.960], [-0.918, 3.420, -3.245], [0.955, 1.623, -1.481], [-0.204, 2.980, -1.023], [1.709, 4.120, -0.456], [1.782, 4.525, -2.293], [3.232, 1.888, -1.411], [6.717, 3.599, -1.506], [6.336, 3.026, 0.198], [5.373, 1.283, -2.379], [7.070, 1.264, -1.672], [4.972, 0.817, 0.574], [3.893, -0.241, -1.781], [5.050, -1.704, -1.282], [3.809, -1.050, -0.078], [7.589, 0.416, 0.717], [6.559, -1.168, 0.929], [7.497, -0.762, -0.705], [4.724, 6.419, 0.550], [6.116, 5.206, 0.775], [4.837, 5.421, 2.086], [5.773, 3.312, 2.568], [4.892, 1.596, 2.608], [4.251, 3.027, 3.575], [-2.379, 1.070, 2.058], [-3.148, 0.468, 1.118], [-3.840, -0.611, 1.558], [-3.212, 0.867, -0.035], [-2.311, 0.760, 3.012], [-1.850, 1.877, 1.768], [-4.424, -1.087, 0.888], [-3.801, -0.955, 2.501], [-4.843, 1.231, -3.290], [-4.692, 1.553, -4.594], [-5.830, 1.481, -5.329], [-3.616, 1.885, -5.075], [-5.719, 0.956, -2.877], [-4.021, 1.273, -2.708], [-5.760, 1.713, -6.307], [-6.722, 1.211, -4.954], [-6.261, -2.589, -3.374], [-6.822, -1.977, -2.302], [-7.319, -2.817, -1.367], [-6.873, -0.759, -2.192], [-6.208, -3.586, -3.485], [-5.879, -1.996, -4.094], [-7.744, -2.400, -0.554], [-7.286, -3.817, -1.439], [0.854, -1.292, 1.478], [1.582, -2.426, 1.605], [0.889, -3.572, 1.404], [2.772, -2.411, 1.879], [-0.125, -1.277, 1.252], [1.337, -0.418, 1.620], [1.399, -4.437, 1.490], [-0.088, -3.603, 1.177], [-7.395, -5.442, 2.293], [-8.010, -4.267, 2.008], [-8.821, -3.803, 2.985], [-7.843, -3.676, 0.950], [-7.518, -5.943, 3.156], [-6.782, -5.822, 1.590], [-9.296, -2.931, 2.810], [-8.971, -4.274, 3.860], [11.065, -0.067, 2.801], [10.495, 0.306, 1.630], [11.339, 0.330, 0.572], [9.312, 0.597, 1.536], [12.034, -0.311, 2.899], [10.469, -0.098, 3.612], [10.952, 0.603, -0.318], [12.314, 0.094, 0.628], [-12.328, -7.893, 2.643], [-11.210, -7.223, 3.011], [-10.239, -7.177, 2.068], [-11.086, -6.700, 4.109], [-12.449, -8.329, 1.746], [-13.073, -7.949, 3.318], [-9.392, -6.686, 2.307], [-10.319, -7.599, 1.160], [0.832, 1.393, 5.804], [0.133, 1.547, 4.653], [0.890, 1.803, 3.562], [-1.087, 1.461, 4.605], [1.832, 1.459, 5.864], [0.303, 1.201, 6.640], [0.406, 1.923, 2.686], [1.892, 1.877, 3.578]], "mulliken_charge": [0.12, 0.33, -0.70, -0.04, -0.55, -0.74, -0.04, -1.24, 0.27, -0.22, -0.72, 1.27, -0.15, -0.64, -0.39, -1.22, 1.97, -1.22, -1.47, 0.33, -0.96, 0.33, -1.28, -0.42, -0.06, -0.26, 0.29, 0.31, 0.03, 0.38, 0.40, 0.28, 0.06, 0.24, 0.45, 0.58, 0.14, 0.39, 0.12, 0.34, 0.41, -0.83, 0.25, 0.35, 0.14, 0.51, 0.36, 0.31, 0.31, 0.32, 0.41, 0.43, 0.35, 0.41, -0.21, 0.64, -0.36, -0.62, 0.16, 0.13, 0.17, 0.14, -0.18, 0.66, -0.42, -0.66, 0.21, 0.09, 0.23, 0.17, -0.38, 0.71, -0.29, -0.69, 0.16, 0.22, 0.17, 0.13, -0.10, 0.71, -0.40, -0.68, 0.08, 0.07, 0.23, 0.15, -0.46, 0.55, -0.36, -0.64, 0.24, 0.17, 0.21, 0.19, -0.42, 0.57, -0.37, -0.64, 0.16, 0.22, 0.22, 0.16, -0.39, 0.66, -0.32, -0.65, 0.16, 0.23, 0.18, 0.17, -0.38, 0.58, -0.04, -0.73, 0.15, 0.22, -0.02, 0.12]}